This record from OMol25 describes C28H45BeClCsFKN2O10S as an isolated structure in a non-equilibrium geometry. The level of theory is ωB97M-V/def2-TZVPD.

XYZ file:
```
91
Properties=species:S:1:pos:R:3:forces:R:3
O -7.01166 -0.29908 -1.00944 0.587 -1.028 -6.338
C -6.76646 -0.50476 -2.22946 -0.814 1.171 4.569
F -6.50486 -1.79599 -2.76173 -0.285 3.660 0.661
C -6.71864 0.81434 -3.15596 1.407 -2.254 -1.287
S -6.16788 2.20240 -2.02741 -0.057 -0.520 0.096
C -5.29208 3.57507 -2.96461 1.957 1.189 0.393
C -3.94015 3.93151 -2.09438 1.031 0.832 1.938
C -4.22273 4.61342 -0.64141 3.952 -0.804 -1.517
C -2.96831 4.95334 0.28481 -0.680 -2.080 -4.500
C -1.55880 4.60912 -0.28642 -2.130 -0.376 -1.872
C -1.29228 3.93877 -1.70449 -4.402 0.694 0.940
C -2.52315 3.59647 -2.63392 -0.773 1.486 3.808
H -7.73690 1.06156 -3.61047 1.400 -0.263 0.805
H -5.92028 0.61306 -3.97017 -1.376 0.719 1.124
H -5.12839 1.62512 -1.24561 -3.136 0.142 -3.350
H -5.99430 4.48217 -2.91692 0.863 -1.605 -0.132
H -5.04181 3.29710 -4.04333 -0.406 0.192 1.586
H -5.31479 4.81724 -0.32409 2.018 -0.234 -0.549
H -3.18399 5.40783 1.31048 0.704 -0.684 -1.712
H -0.66078 4.85323 0.36579 -1.497 -0.335 -1.245
H -0.25995 3.66668 -2.10011 -1.525 0.604 0.864
H -2.43817 3.09504 -3.66496 0.255 0.964 1.676
C 1.11349 2.06729 -7.15173 0.508 -0.409 -0.620
C 0.55923 2.28137 -5.72941 -0.364 -0.624 -0.677
C -0.00417 0.94818 -5.20337 0.067 -0.966 0.119
O -0.44804 3.15128 -5.80406 -0.264 0.791 0.724
H 0.34587 1.71596 -7.84950 -0.065 0.116 0.260
H 1.53913 2.99059 -7.55637 -0.165 -0.031 0.212
H 1.91235 1.31654 -7.13975 -0.003 0.019 0.091
H 1.43249 2.51214 -5.09600 -0.088 0.530 0.259
H -0.81100 0.55685 -5.83289 0.089 0.279 -0.050
H -0.39358 1.05425 -4.18582 0.048 0.170 -0.044
H 0.78354 0.18596 -5.17367 0.054 0.059 0.044
Cl -5.27325 -1.44809 0.49264 1.227 0.618 0.353
O -0.02153 2.98087 1.13198 -0.514 -0.849 -0.137
C -0.60565 1.99761 1.49913 1.135 0.877 0.468
O -1.73822 1.50761 0.90485 1.059 0.633 -0.061
C -2.22300 0.39651 1.66280 -0.253 -1.170 0.417
C -1.02808 -0.10516 2.44018 0.100 -0.632 0.343
C -0.23978 1.15828 2.68799 -0.023 -0.437 -0.078
H -3.02860 0.74443 2.31699 -0.001 -0.041 0.079
H -2.62038 -0.36445 0.98818 -0.159 0.098 0.004
H -1.30202 -0.63584 3.35371 -0.074 0.075 -0.145
H -0.44068 -0.78681 1.81680 -0.160 0.025 0.037
H -0.56377 1.66735 3.59928 0.206 0.018 0.017
H 0.83311 0.96290 2.71455 -0.102 0.408 0.112
Be -8.47948 -2.38151 -1.59074 -0.862 -0.645 0.309
C 3.54333 -4.85228 -3.89184 0.042 -0.286 -0.049
C 2.31307 -3.98519 -4.14041 0.372 0.191 0.120
C 2.57796 -2.79685 -5.09003 -0.300 0.103 0.119
O 3.25945 -1.70060 -4.48089 -0.022 -0.357 -0.393
C 4.67114 -1.83766 -4.43893 -0.070 0.272 0.250
N 1.77914 -3.53536 -2.84836 -0.128 0.276 -0.151
H 4.26559 -4.37601 -3.22627 -0.082 0.048 -0.048
H 3.25299 -5.79750 -3.42378 -0.004 0.162 -0.019
H 4.05033 -5.09060 -4.83150 -0.016 0.041 0.065
H 1.56070 -4.62291 -4.61780 -0.019 0.142 -0.012
H 1.60784 -2.39787 -5.40720 0.071 0.062 0.093
H 3.09332 -3.11728 -6.00383 0.133 -0.034 0.092
H 5.06181 -2.34817 -5.32346 -0.046 -0.074 0.042
H 4.97228 -2.36320 -3.53078 0.171 -0.126 -0.103
H 5.10539 -0.83618 -4.39876 -0.116 -0.036 -0.048
H 0.91072 -3.02842 -3.01357 0.017 -0.156 0.048
H 2.41207 -2.81736 -2.49381 -0.032 -0.192 -0.010
C 2.52064 0.93191 5.95060 3.331 4.157 0.301
C 1.22646 0.91326 6.78755 1.253 4.564 0.452
O 0.26519 0.43521 6.00686 -5.974 4.927 0.769
H 2.42840 1.57606 5.06842 -0.261 0.016 0.230
H 3.34730 1.32077 6.55449 0.128 0.077 -0.134
H 2.80549 -0.07277 5.61486 4.117 5.508 -0.637
H 1.12142 1.93684 7.17887 -0.320 0.243 -0.225
H 1.48381 0.35515 7.70439 -0.223 -0.155 0.657
C 4.22821 -4.25963 5.33117 -0.654 2.178 1.893
C 4.51045 -5.23727 4.41589 0.444 -2.233 -1.476
C 5.12554 -4.70749 3.11759 0.282 0.609 -0.719
O 5.51634 -5.41802 2.20207 -0.251 0.107 0.599
C 5.25248 -3.24558 2.95069 0.856 -1.280 -2.468
C 4.95702 -2.27008 3.86316 -0.468 2.164 2.028
C 4.44202 -2.80993 5.20138 -0.276 -2.444 0.813
O 4.18831 -2.10552 6.18082 0.524 0.604 -0.490
O 5.06352 -1.02780 3.72371 -0.190 -1.228 -0.247
O 4.32864 -6.46979 4.52899 0.074 1.402 0.071
H 3.79889 -4.54268 6.28553 0.090 -0.082 -0.019
H 5.63157 -2.95638 1.97717 0.024 0.064 0.030
Cs 1.56981 -1.18985 5.95757 -2.726 -19.132 -1.178
K -3.89896 1.80717 -0.04475 1.620 -0.430 2.099
N -1.40032 1.10244 9.74662 -0.026 0.011 0.081
H -2.39324 1.22797 9.52710 0.108 -0.028 -0.017
H -0.89132 0.85172 8.89313 0.081 -0.017 -0.275
H -1.02108 1.97544 10.12614 -0.014 -0.089 -0.056
H -1.29528 0.35454 10.43928 -0.005 0.070 -0.072
```
Forces are in eV/Å.

Calculated values
Frontier orbital gap = 1.140 eV
Strongest force on any atom = 19.4 eV/Å
Net charge = +1
Highest occupied orbital energy = -7.79 eV

Results of the Löwdin charge analysis, in e, for atoms 1 through 8: -0.2729 -0.5330 -0.0615 -0.2197 1.0667 -0.3002 -0.2804 -0.0814